180
Properties=species:S:1:pos:R:3:forces:R:3 method="wB97M-V/def2-TZVPD" orbital_gap_ev=11.0 de_lowest_kj_mol=220.8 spin_multiplicity=1 total_charge=0 homo_ev=-10.60
C -29.258581 -29.710638 -15.894825 -0.209 -0.045 0.242
O -28.556820 -28.470361 -15.841326 0.905 -0.414 1.051
C -29.049739 -27.413960 -16.456933 -0.587 0.170 -0.456
O -29.955786 -27.431182 -17.249132 -0.068 0.113 -0.024
O -28.370587 -26.335255 -16.057586 -0.517 -0.441 0.444
C -28.631623 -25.104926 -16.732607 1.144 0.309 -0.424
H -29.344490 -30.037803 -16.925709 -0.402 -0.029 -0.002
H -30.195961 -29.632941 -15.343948 -0.355 0.238 -0.562
H -28.720576 -30.461096 -15.317101 0.611 0.315 -0.187
H -29.620997 -24.954711 -17.157410 -0.128 -0.467 0.233
H -27.872335 -25.083586 -17.521622 -0.329 0.386 -0.170
H -28.381650 -24.314482 -16.026172 -0.133 -0.047 0.020
C -23.703666 -25.685831 -7.050004 -0.910 -0.494 -0.416
O -23.348771 -24.510670 -6.347132 1.093 -0.100 0.042
C -24.008661 -23.378781 -6.585648 -0.798 -1.399 1.166
O -24.717770 -23.186312 -7.536804 0.291 0.534 -0.440
O -23.949891 -22.576931 -5.531815 -0.374 0.690 -0.815
C -23.343683 -22.940114 -4.313085 1.329 0.192 0.936
H -22.930771 -26.448854 -7.014020 0.346 0.411 0.343
H -23.937536 -25.521816 -8.100319 0.069 0.294 0.103
H -24.590675 -26.083829 -6.549793 0.003 -0.147 -0.200
H -22.318498 -22.557161 -4.276477 -0.034 0.021 -0.278
H -23.258845 -24.005302 -4.117199 -0.510 -0.031 -0.235
H -23.859466 -22.423195 -3.506363 -0.374 -0.130 -0.214
C -32.756306 -22.362084 -13.238446 0.807 -0.961 -0.999
O -33.917921 -22.476609 -14.072503 -0.167 0.393 0.322
C -33.771713 -22.913537 -15.325855 0.440 -0.026 0.256
O -32.754503 -23.234954 -15.891951 0.164 0.255 0.485
O -34.980232 -22.944065 -15.855303 -0.941 -0.018 0.097
C -35.089946 -23.044311 -17.251561 0.289 -0.200 -1.749
H -32.989620 -22.015651 -12.239611 -0.602 -0.084 -0.129
H -32.012716 -21.718389 -13.696791 -0.218 0.325 0.080
H -32.293005 -23.349479 -13.224597 0.013 -0.016 0.510
H -34.281402 -23.595211 -17.735600 0.283 0.082 0.476
H -35.119232 -22.055158 -17.712604 0.039 0.110 0.231
H -35.983991 -23.569419 -17.584651 -0.284 0.051 0.780
C -31.827378 -25.904420 -14.425890 -1.502 0.719 0.656
O -31.276501 -27.059799 -13.820365 2.039 -0.039 -0.403
C -32.044868 -28.045899 -13.421616 -2.393 0.864 -0.280
O -33.238291 -28.106703 -13.640300 0.684 -0.386 0.175
O -31.333838 -28.887272 -12.698655 0.708 -0.335 0.370
C -32.009874 -29.964411 -12.074668 -0.318 -0.794 0.413
H -32.463137 -25.457611 -13.658539 -0.155 0.088 -0.172
H -32.453842 -26.086491 -15.295410 0.248 -0.387 -0.119
H -31.069421 -25.161496 -14.659624 0.452 -0.546 -0.085
H -32.984815 -29.702182 -11.668799 -0.055 0.312 -0.310
H -31.415415 -30.316201 -11.232518 0.334 0.315 -0.120
H -32.116918 -30.814804 -12.747754 -0.112 0.161 -0.225
C -25.504474 -22.140610 -10.303858 -0.485 -0.061 0.866
O -26.298520 -22.430661 -11.453309 -0.360 0.744 0.032
C -27.496961 -23.019285 -11.305843 0.942 -1.461 -0.227
O -27.970609 -23.505578 -10.313804 -0.101 0.550 0.652
O -27.963416 -23.189537 -12.523619 -0.339 0.896 -0.557
C -29.127062 -23.978619 -12.777692 0.019 -0.067 -0.260
H -25.004356 -21.178713 -10.403295 0.193 -0.197 -0.665
H -24.808435 -22.961365 -10.153158 0.112 0.139 0.128
H -26.122219 -22.010678 -9.413770 -0.086 -0.441 -0.040
H -29.489964 -23.576034 -13.719880 0.011 -0.355 -0.132
H -29.949841 -23.907606 -12.066252 0.432 0.197 0.331
H -28.788649 -25.010738 -12.868440 -0.302 -0.076 -0.104
C -25.316988 -20.080885 -6.952697 0.747 0.154 -0.190
O -26.188342 -19.059675 -6.467262 -0.477 -0.259 -1.114
C -25.967649 -18.565224 -5.275190 0.499 0.197 0.947
O -25.143744 -18.947167 -4.483516 0.002 0.167 0.091
O -26.812902 -17.550649 -5.096807 -0.523 0.038 -0.601
C -26.609068 -16.676815 -4.010048 -0.104 0.082 0.932
H -24.991181 -19.794536 -7.954596 -0.339 0.092 -0.087
H -25.806364 -21.048085 -6.996441 -0.093 0.052 0.235
H -24.405337 -20.116322 -6.361739 -0.207 -0.246 0.277
H -27.471342 -16.015867 -3.937812 0.034 0.019 -0.472
H -25.700303 -16.093027 -4.151989 0.024 -0.068 0.108
H -26.599366 -17.205043 -3.054107 0.398 -0.159 -0.147
C -17.565454 -22.918037 -8.259313 0.052 0.233 0.517
O -18.396576 -22.346083 -9.267118 0.319 -0.429 0.044
C -19.676477 -22.186920 -8.939637 0.389 0.809 -0.850
O -20.199483 -22.462776 -7.905613 -0.431 -0.363 0.507
O -20.221316 -21.573680 -10.000401 -0.106 0.034 -0.236
C -21.616477 -21.411367 -10.046500 -1.363 1.090 0.374
H -17.393418 -22.178578 -7.475864 -0.012 -0.030 0.035
H -16.612194 -23.164252 -8.715585 -0.111 -0.034 -0.193
H -18.021069 -23.794731 -7.802726 -0.043 -0.038 -0.147
H -22.070583 -21.075288 -9.108914 0.356 -0.884 0.476
H -22.125166 -22.274646 -10.468697 0.093 -0.187 0.204
H -21.905302 -20.533300 -10.629830 0.792 -0.214 -0.706
C -27.543842 -18.773480 -14.741336 -0.165 0.854 -0.806
O -27.973883 -18.867303 -13.388879 -0.970 -0.647 -0.374
C -27.165261 -18.579246 -12.402042 0.934 0.680 0.298
O -26.034949 -18.171834 -12.509503 0.008 -0.284 0.179
O -27.820899 -18.754206 -11.246299 -0.045 -0.318 -0.500
C -27.025066 -18.729713 -10.079122 -0.271 0.054 1.369
H -26.583609 -18.281358 -14.871677 0.203 -0.271 0.398
H -28.272317 -18.153923 -15.265164 -0.140 -0.004 0.167
H -27.579120 -19.741747 -15.235597 0.328 -0.205 0.332
H -27.717400 -18.830829 -9.240996 -0.140 0.022 -0.175
H -26.501485 -17.790204 -9.910809 0.179 -0.043 -0.441
H -26.357925 -19.587406 -9.994905 0.155 0.182 -0.439
C -26.278266 -25.648476 -2.492763 -0.043 -0.315 -1.155
O -26.108401 -25.105215 -3.818082 0.396 1.367 0.356
C -26.845284 -25.583452 -4.811735 -0.228 -0.694 0.658
O -27.426846 -26.638146 -4.769918 -0.255 -0.125 -0.429
O -26.812584 -24.716554 -5.797086 1.120 1.199 -0.181
C -27.301587 -25.061075 -7.082273 -0.557 -1.442 0.324
H -27.315368 -25.525299 -2.187623 -0.025 -0.332 0.024
H -25.646674 -25.067064 -1.829936 0.192 -0.066 -0.140
H -25.960945 -26.683615 -2.605234 -0.249 -0.118 0.792
H -28.358131 -25.284023 -6.920382 -0.115 0.330 -0.711
H -26.831454 -25.987991 -7.421889 0.019 0.025 0.061
H -27.061709 -24.294363 -7.809816 -0.249 0.372 0.376
C -35.125099 -26.682856 -10.090446 -0.611 0.127 -1.298
O -33.903925 -26.311589 -9.499306 0.024 -0.890 1.214
C -32.884398 -25.893217 -10.231427 -0.265 1.334 0.125
O -32.940908 -25.498175 -11.368517 0.318 -0.407 -0.228
O -31.849503 -25.821327 -9.404965 0.257 -0.402 0.719
C -30.632478 -25.234951 -9.808419 0.948 0.054 -1.204
H -35.712145 -25.792339 -10.324234 0.139 -0.015 -0.248
H -35.755226 -27.295227 -9.447867 0.614 0.047 0.574
H -34.936976 -27.272715 -10.990513 -0.080 0.250 -0.137
H -29.863765 -25.313590 -9.045268 -0.551 -0.082 0.515
H -30.725479 -24.189558 -10.092012 -0.343 0.017 0.180
H -30.177827 -25.762286 -10.650629 -0.354 -0.111 -0.123
C -34.719790 -19.582547 -8.384162 -0.441 0.431 -0.300
O -33.300436 -19.644061 -8.505744 0.193 -0.106 -0.484
C -32.814199 -20.723983 -9.153162 -1.295 0.068 1.187
O -33.431765 -21.743655 -9.311722 0.184 -0.146 -0.581
O -31.574071 -20.466977 -9.474120 0.982 0.318 -0.447
C -30.912820 -21.360137 -10.351853 1.343 -0.632 -0.218
H -35.221667 -20.245317 -9.085818 0.161 -0.331 0.250
H -35.026192 -18.577390 -8.675015 0.220 0.122 0.194
H -35.033396 -19.758195 -7.358720 0.071 -0.226 0.006
H -30.644614 -20.865753 -11.286491 -0.698 0.153 -0.157
H -31.423720 -22.309393 -10.482693 -0.480 0.267 -0.141
H -29.923562 -21.629172 -9.973654 -0.159 0.164 0.647
C -27.412203 -21.882790 -18.941624 1.330 0.811 -0.629
O -27.430545 -22.070511 -17.539584 -0.876 -0.246 0.611
C -26.286141 -22.169747 -16.867373 1.147 -0.326 -1.749
O -25.189026 -22.196432 -17.385193 -0.485 0.248 0.508
O -26.560676 -22.289424 -15.591731 -0.562 0.323 0.945
C -25.489890 -22.189559 -14.653385 0.922 -0.073 0.147
H -28.418078 -21.679410 -19.289483 -0.135 -0.268 0.263
H -26.908043 -22.674105 -19.497626 -0.379 -0.473 0.308
H -26.783320 -21.017754 -19.175104 -0.196 0.181 0.104
H -24.919429 -21.262358 -14.729803 -0.407 0.268 -0.289
H -24.740823 -22.964419 -14.814836 -0.259 -0.296 -0.025
H -25.918664 -22.256009 -13.658819 -0.115 -0.126 -0.239
C -23.549705 -29.852909 -11.565149 0.987 -0.915 0.204
O -23.837764 -28.870856 -10.570433 -0.563 0.195 -0.645
C -24.661303 -27.903108 -10.982619 0.133 0.130 -0.183
O -25.035654 -27.696366 -12.103959 -0.071 -0.199 -0.237
O -24.960501 -27.160082 -9.933361 0.433 0.296 1.083
C -25.770925 -26.024529 -10.119881 -0.341 1.441 -0.674
H -22.601774 -30.267431 -11.220238 -0.072 -0.151 -0.142
H -23.404606 -29.498950 -12.583102 -0.217 0.550 0.191
H -24.283512 -30.658303 -11.578644 -0.236 0.221 0.156
H -25.502434 -25.388375 -10.971298 0.051 -0.834 -0.610
H -25.594495 -25.271480 -9.350581 -0.152 -0.768 0.723
H -26.817635 -26.310836 -10.193385 -0.039 0.179 0.081
C -28.374609 -28.258938 -12.438927 1.164 -0.304 -0.802
O -28.675035 -27.826482 -11.125896 -0.528 0.514 -0.479
C -28.310265 -28.507292 -10.061960 0.123 0.044 0.579
O -27.684241 -29.534267 -9.992232 -0.168 0.191 -0.179
O -28.770942 -27.776494 -9.033841 0.090 0.077 0.495
C -28.486450 -28.230251 -7.702897 0.402 -0.527 -0.282
H -28.532701 -29.326254 -12.585956 -0.306 0.036 0.155
H -27.326509 -28.060772 -12.678593 0.031 -0.020 0.268
H -28.954974 -27.663337 -13.135467 -0.361 -0.137 0.229
H -29.070917 -29.123490 -7.492190 -0.082 0.061 0.136
H -28.701510 -27.422003 -7.015901 -0.297 -0.027 -0.073
H -27.430425 -28.481017 -7.599599 0.023 -0.042 -0.100
C -30.052810 -21.161688 -15.349366 -0.884 0.046 -0.907
O -30.025213 -20.776968 -16.728927 0.525 -1.062 -0.748
C -30.370511 -19.563471 -17.099988 0.922 -0.107 0.080
O -30.559202 -18.628734 -16.371882 -0.458 0.359 0.081
O -30.338094 -19.538119 -18.444202 0.111 0.004 0.080
C -30.574589 -18.259564 -19.009726 -0.288 0.979 0.098
H -31.112406 -21.083740 -15.125237 0.271 0.425 0.909
H -29.329469 -20.591881 -14.780040 -0.421 0.129 0.369
H -29.835617 -22.225267 -15.308442 0.314 0.053 -0.316
H -29.927667 -17.473506 -18.612964 0.138 -0.311 0.298
H -31.595897 -17.950910 -18.783896 -0.033 -0.005 -0.249
H -30.386635 -18.279930 -20.079161 -0.188 -0.504 -0.005

44
Properties=species:S:1:pos:R:3:forces:R:3 method="wB97M-V/def2-TZVPD" orbital_gap_ev=8.7 de_lowest_kj_mol=4.8 spin_multiplicity=1 smiles="CCCCCC(=O)N[C@@H](Nc1ccc(S(N)(=O)=O)cc1)C(Cl)(Cl)Cl" total_charge=0 homo_ev=-8.41
C 0.237586 1.871416 6.149597 -0.019 -0.029 -0.274
C 0.074920 2.459414 4.753575 -0.084 0.219 0.308
C -0.533190 3.858076 4.794471 0.209 -0.070 -0.259
C -0.597948 4.527900 3.423019 -0.183 -0.048 0.148
C -1.492180 3.775072 2.432748 0.397 0.286 0.068
C -0.740815 2.670543 1.718168 -0.670 -0.014 -0.024
O 0.405620 2.784110 1.345954 0.460 0.214 -0.021
N -1.506431 1.568609 1.456300 -0.222 -0.210 -0.006
C -1.058291 0.359987 0.801103 0.106 -0.189 0.060
N -0.122529 0.656128 -0.219244 0.290 0.278 0.071
C 0.101919 -0.055865 -1.371760 -0.056 -0.140 -0.330
C 1.269790 0.227910 -2.093726 -0.093 -0.057 -0.015
C 1.539749 -0.421727 -3.278477 0.055 0.020 0.064
C 0.647668 -1.363042 -3.756743 0.220 -0.437 -0.461
S 0.972185 -2.176959 -5.297557 -0.299 0.432 -0.526
N 0.204678 -1.127891 -6.379426 0.322 -0.456 0.520
O 2.378803 -2.145323 -5.579495 -0.069 0.338 0.177
O 0.272513 -3.428574 -5.345739 -0.253 0.219 0.170
C -0.510279 -1.656286 -3.066003 -0.049 -0.024 0.072
C -0.788005 -1.009210 -1.877833 0.004 0.081 -0.070
C -0.457414 -0.634877 1.860640 0.050 -0.208 0.011
Cl 1.082171 -0.044413 2.497428 -0.082 -0.095 -0.014
Cl -0.194427 -2.221821 1.100461 -0.052 0.155 0.089
Cl -1.608956 -0.833440 3.202927 -0.084 -0.064 0.022
H 0.898402 2.490794 6.751908 0.061 0.048 0.106
H -0.725547 1.808622 6.652088 -0.083 -0.025 0.114
H 0.660575 0.871318 6.094070 0.038 -0.118 0.083
H 1.047720 2.505835 4.260488 -0.013 -0.039 -0.113
H -0.564554 1.798785 4.165407 0.053 -0.067 -0.083
H 0.068911 4.485310 5.455623 -0.037 0.026 0.093
H -1.538681 3.803564 5.220795 -0.047 0.038 0.088
H -0.978515 5.543280 3.547377 0.034 0.012 -0.075
H 0.404507 4.591464 2.996093 -0.015 0.091 -0.023
H -2.378644 3.387372 2.935774 -0.094 -0.018 -0.020
H -1.818812 4.465275 1.650124 -0.073 -0.075 -0.024
H -2.417358 1.515878 1.883631 0.140 0.090 -0.018
H -1.939212 -0.142217 0.381786 0.194 0.060 0.151
H 0.598765 1.308522 0.075537 -0.191 -0.101 -0.070
H 1.957310 0.963552 -1.704359 0.110 0.073 0.032
H 2.441074 -0.227785 -3.836996 0.158 0.100 0.007
H -0.514259 -1.602616 -6.901021 -0.147 -0.206 -0.037
H 0.868239 -0.685663 -6.994653 0.233 0.057 -0.067
H -1.176396 -2.404328 -3.464370 -0.159 -0.091 0.032
H -1.695301 -1.254055 -1.349112 -0.059 -0.056 0.043

23
Properties=species:S:1:pos:R:3:forces:R:3 method="wB97M-V/def2-TZVPD" orbital_gap_ev="8.7 / 5.9" spin_multiplicity=3 total_charge=+2 homo_ev="-19.09 / -19.09"
Pt -0.268470 0.777761 0.396154 0.179 -0.288 0.245
O 2.049362 0.565395 3.130738 -0.087 -0.101 -0.189
Cl 1.667388 -0.154000 2.010052 0.003 -0.227 0.244
O 2.414143 -1.248872 1.604182 -0.146 0.193 0.063
O 1.592742 0.894305 0.741387 -0.031 0.057 -0.078
O 0.157655 -0.443461 1.990701 0.271 0.130 -0.037
C -5.453450 1.360084 0.309012 -0.042 -0.130 -0.133
C -4.739751 0.003987 0.061172 0.093 -0.024 -0.005
C -5.115249 -1.036527 1.135812 -0.011 0.061 -0.088
C -5.018153 -0.527741 -1.370029 -0.127 0.129 0.113
C -3.322221 0.265917 0.133145 0.145 0.012 0.120
N -2.187950 0.494508 0.186997 -0.194 -0.010 -0.045
H -6.517796 1.153299 0.197691 -0.011 0.081 0.029
H -5.165883 2.107979 -0.428423 -0.023 0.010 0.006
H -5.269613 1.733976 1.313830 0.004 -0.002 0.019
H -6.190610 -1.194066 1.058643 0.006 -0.017 0.008
H -4.895750 -0.675916 2.139130 0.020 -0.017 0.014
H -4.616073 -1.987737 0.959769 0.007 -0.012 0.037
H -6.096350 -0.679570 -1.419371 0.020 -0.045 -0.089
H -4.518058 -1.476583 -1.551380 -0.002 -0.024 0.008
H -4.733793 0.196251 -2.132176 -0.019 -0.006 -0.010
O 0.542261 2.593764 -1.670916 0.117 0.026 0.003
N -0.298755 2.018965 -1.216836 -0.170 0.202 -0.235